Record 1
{"formula": "C20H64O12", "method": "ωB97M-V/def2-TZVPD", "relative_energy_ev": 2.2293, "total_charge": 0, "orbital_gap_ev": 9.92, "e_lumo_ev": 0.20, "fmax_ev_per_a": 2.1, "smiles": "CC(C)O.CC(C)O.CC(C)O.CC(C)O.CO.CO.CO.CO.CO.CO.CO.CO", "symbols": ["C", "C", "C", "O", "H", "H", "H", "H", "H", "H", "H", "H", "C", "C", "C", "O", "H", "H", "H", "H", "H", "H", "H", "H", "C", "C", "C", "O", "H", "H", "H", "H", "H", "H", "H", "H", "C", "C", "C", "O", "H", "H", "H", "H", "H", "H", "H", "H", "C", "O", "H", "H", "H", "H", "C", "O", "H", "H", "H", "H", "C", "O", "H", "H", "H", "H", "C", "O", "H", "H", "H", "H", "C", "O", "H", "H", "H", "H", "C", "O", "H", "H", "H", "H", "C", "O", "H", "H", "H", "H", "C", "O", "H", "H", "H", "H"], "coordinates": [[22.158996, 5.949984, -9.689028], [20.969609, 5.038573, -9.353949], [20.685124, 3.968287, -10.399603], [21.313632, 4.417248, -8.096779], [23.077715, 5.428935, -9.965628], [22.343184, 6.625739, -8.858376], [21.904171, 6.520129, -10.589437], [20.141209, 5.689608, -9.067020], [19.743002, 3.470059, -10.173208], [21.508111, 3.251670, -10.368411], [20.667212, 4.399690, -11.400846], [21.332545, 3.459165, -8.152337], [21.636710, 9.959668, -11.532489], [20.789831, 9.555737, -12.696487], [21.447907, 8.637537, -13.701093], [19.597787, 8.926916, -12.174475], [22.567749, 10.491480, -11.715884], [21.931768, 9.064530, -10.971206], [21.000926, 10.485869, -10.817309], [20.425878, 10.468168, -13.186639], [21.671180, 7.680314, -13.220096], [22.398152, 9.017992, -14.080046], [20.760272, 8.413293, -14.518635], [18.944436, 8.932201, -12.900927], [17.600019, 9.006895, -8.423770], [18.518334, 7.772302, -8.450647], [17.937072, 6.573029, -9.188210], [19.703230, 8.153233, -9.177326], [17.136749, 9.280404, -9.374024], [18.120968, 9.851778, -7.978273], [16.736202, 8.772219, -7.789334], [18.796473, 7.571890, -7.417909], [18.538417, 5.682351, -8.986404], [18.036436, 6.755027, -10.258778], [16.915809, 6.290743, -8.927271], [19.433522, 8.570972, -10.006959], [15.966767, 8.465142, -12.022872], [16.120239, 9.129741, -13.381761], [16.022420, 10.648064, -13.200248], [17.426903, 8.886952, -13.901013], [15.050690, 8.780401, -11.517068], [16.858781, 8.606780, -11.415721], [15.810929, 7.381210, -12.087170], [15.414587, 8.831081, -14.162190], [15.022876, 11.068551, -13.079613], [16.357793, 11.182348, -14.093969], [16.675909, 10.953297, -12.381829], [17.539096, 7.912702, -13.951263], [23.437297, 10.667195, -15.959923], [23.342330, 10.221601, -17.302659], [24.363758, 10.386746, -15.460571], [23.263470, 11.746915, -15.943514], [22.562547, 10.217186, -15.472714], [24.088888, 9.654254, -17.513414], [22.691338, 6.267700, -16.952303], [23.255023, 7.060742, -17.992118], [21.725387, 5.913646, -17.328959], [23.362606, 5.473352, -16.643285], [22.461480, 6.954217, -16.126771], [22.570617, 7.639265, -18.335421], [22.579487, 10.010944, -8.235370], [21.459904, 9.742228, -7.434932], [23.061582, 9.131443, -8.678605], [22.266443, 10.758410, -8.968684], [23.421867, 10.421915, -7.669135], [20.868621, 9.269538, -8.042683], [18.550004, 5.486321, -13.160395], [17.696942, 6.152926, -14.099429], [19.132286, 4.692189, -13.625407], [19.136789, 6.282439, -12.701445], [17.936348, 5.076659, -12.350583], [17.188372, 5.489674, -14.574682], [18.822933, 12.077027, -15.070987], [20.188795, 12.037041, -15.476815], [18.616392, 12.770743, -14.250698], [18.239753, 12.508292, -15.894425], [18.527296, 11.047275, -14.901026], [20.502827, 12.920134, -15.685904], [25.353821, 7.665441, -14.645911], [26.552387, 7.032918, -15.037802], [24.726807, 6.999589, -14.052992], [25.588553, 8.483894, -13.953450], [24.702042, 8.108509, -15.404107], [27.191838, 7.715976, -15.252632], [21.147791, 13.276957, -12.421198], [20.653823, 14.424739, -11.682063], [22.131590, 13.093068, -11.978759], [20.533358, 12.436536, -12.099267], [21.244007, 13.349553, -13.499372], [20.548124, 15.117494, -12.341985], [24.985727, 12.148855, -11.305113], [26.363225, 12.070733, -10.928584], [24.670140, 13.187898, -11.264342], [24.868983, 11.652881, -12.269924], [24.432926, 11.608156, -10.530280], [26.548447, 11.279377, -10.424514]], "forces_ev_per_a": [[-0.6, 0.0, -1.0], [1.5, 0.0, 0.9], [0.0, 0.7, 0.3], [-0.1, -0.2, 0.4], [-0.1, -0.4, 0.4], [0.0, 0.1, 0.0], [-0.1, 0.3, 0.2], [0.3, -0.3, -0.8], [0.0, -0.1, -0.2], [-0.1, -0.1, -0.1], [-0.2, 0.0, 0.0], [-0.1, 0.0, -0.2], [0.0, -1.0, 1.3], [-0.7, 0.5, -0.5], [0.2, -0.5, 0.3], [0.4, -0.1, 0.0], [-0.2, 0.3, -0.4], [0.0, -0.1, -0.1], [0.2, 0.4, -0.1], [0.3, 0.0, -0.3], [0.0, 0.0, 0.1], [-0.3, 0.1, 0.0], [0.1, 0.2, -0.2], [-0.2, 0.1, 0.4], [-0.8, -0.8, 0.7], [-0.5, 1.3, -1.2], [0.0, -0.6, 0.4], [0.5, -0.1, 0.7], [0.5, -0.1, -0.2], [0.0, 0.1, -0.1], [0.1, 0.1, 0.1], [0.3, -0.3, -0.1], [-0.4, 0.2, 0.0], [-0.3, 0.1, -0.1], [-0.1, 0.4, 0.0], [0.0, -0.1, -0.2], [-0.9, -1.1, -0.3], [0.2, 1.2, 0.2], [0.2, 0.4, -0.6], [0.3, -0.6, -0.1], [0.3, 0.4, 0.1], [-0.1, 0.4, 0.0], [0.3, 0.0, -0.3], [-0.3, -0.3, 0.4], [-0.2, -0.5, 0.5], [0.3, -0.3, -0.1], [-0.1, 0.1, 0.1], [-0.2, 0.3, -0.3], [-1.3, -0.1, -0.1], [0.5, 0.0, -0.5], [0.0, 0.1, 0.0], [0.4, 0.0, 0.1], [0.5, 0.3, 0.3], [-0.1, -0.1, 0.0], [-1.1, 1.4, -0.4], [0.8, -0.3, -0.2], [0.2, -0.6, 0.4], [0.0, 0.0, -0.2], [0.1, -0.5, 0.3], [0.0, 0.1, 0.1], [0.8, 0.6, 0.0], [0.1, -0.5, 0.1], [-0.6, -0.2, -0.4], [0.5, -0.1, -0.4], [-0.5, 0.3, 0.4], [-0.3, -0.1, 0.3], [-0.7, 0.4, 0.5], [0.2, -0.4, -0.2], [0.2, 0.2, 0.0], [0.4, -0.2, -0.2], [0.1, -0.2, -0.1], [-0.1, 0.1, 0.0], [0.1, 0.8, -1.1], [0.3, -0.2, 0.4], [0.3, -0.5, 0.5], [-0.2, -0.4, -0.1], [-0.2, 0.1, 0.3], [-0.2, 0.0, -0.1], [-0.2, 0.8, 1.2], [-0.4, -0.2, -0.4], [0.2, -0.4, -0.2], [0.0, 0.1, 0.0], [0.4, -0.3, -0.6], [0.0, 0.0, -0.1], [0.4, -0.1, 2.1], [0.0, -0.1, -1.4], [0.2, -0.2, -0.4], [-0.1, -0.1, -0.5], [-0.3, 0.3, 0.0], [-0.1, 0.2, 0.3], [0.7, -1.0, 1.1], [0.3, 0.7, -0.3], [0.1, 0.0, -0.4], [-0.4, 0.3, -0.1], [-0.5, 0.1, -0.3], [-0.2, -0.2, 0.0]]}

---

Record 2
{"formula": "C20H65N5O10", "method": "ωB97M-V/def2-TZVPD", "relative_energy_ev": 3.8917, "total_charge": 0, "orbital_gap_ev": 9.33, "e_lumo_ev": 0.16, "fmax_ev_per_a": 2.8, "smiles": "COC[C@H](C)N.COC[C@H](C)N.COC[C@H](C)N.COC[C@H](C)N.COC[C@H](C)N.O.O.O.O.O", "symbols": ["C", "C", "C", "O", "C", "N", "H", "H", "H", "H", "H", "H", "H", "H", "H", "H", "H", "C", "C", "C", "O", "C", "N", "H", "H", "H", "H", "H", "H", "H", "H", "H", "H", "H", "C", "C", "C", "O", "C", "N", "H", "H", "H", "H", "H", "H", "H", "H", "H", "H", "H", "C", "C", "C", "O", "C", "N", "H", "H", "H", "H", "H", "H", "H", "H", "H", "H", "H", "C", "C", "C", "O", "C", "N", "H", "H", "H", "H", "H", "H", "H", "H", "H", "H", "H", "O", "H", "H", "O", "H", "H", "O", "H", "H", "O", "H", "H", "O", "H", "H"], "coordinates": [[-3.998030, 4.103322, -1.159770], [-3.856949, 5.582706, -0.912890], [-4.011343, 6.076977, 0.550074], [-5.253855, 5.865887, 1.171462], [-5.034427, 5.947245, 2.613407], [-2.629775, 6.083691, -1.523722], [-3.367690, 3.556059, -0.458856], [-3.630247, 3.839730, -2.151415], [-4.997776, 3.712942, -0.969484], [-4.653241, 6.032551, -1.505894], [-3.831543, 7.141577, 0.699785], [-3.187381, 5.591775, 1.073299], [-4.513780, 6.880611, 2.827531], [-4.460491, 5.123786, 3.038398], [-6.020942, 6.071867, 3.059904], [-1.941473, 5.358020, -1.383187], [-2.239774, 6.962309, -1.213838], [1.554887, -0.171961, -5.052669], [2.968767, 0.334330, -4.752884], [4.019121, -0.050462, -5.838104], [3.987044, -1.436212, -6.121907], [5.314432, -1.742949, -6.713364], [2.957428, 1.766772, -4.506714], [0.991119, -0.099973, -4.122579], [1.758029, -1.230422, -5.215412], [1.214772, 0.264004, -5.992007], [3.248232, -0.231485, -3.864148], [4.988846, 0.338514, -5.527566], [3.852441, 0.366177, -6.831448], [6.080972, -1.651485, -5.943853], [5.621071, -1.082591, -7.524541], [5.354915, -2.745128, -7.140087], [2.784369, 2.316454, -5.336168], [3.903717, 2.078825, -4.341615], [0.916306, -5.070892, -2.047535], [2.089367, -5.569470, -2.884616], [1.522605, -6.102364, -4.250186], [0.893460, -7.399421, -4.187276], [0.612412, -8.055596, -5.422134], [3.127457, -4.530170, -3.095398], [-0.050275, -5.574651, -2.040849], [0.685480, -4.013831, -2.179633], [1.193092, -5.100477, -0.993683], [2.680801, -6.406964, -2.514618], [2.360333, -6.065746, -4.946580], [0.848594, -5.357779, -4.673742], [0.018736, -7.340585, -5.991695], [-0.197676, -8.746938, -5.189944], [1.418293, -8.485926, -6.016674], [2.765589, -3.981661, -3.862403], [3.998344, -4.928669, -3.416118], [-3.819735, -3.969228, 4.431786], [-2.314256, -3.920963, 4.283342], [-1.749672, -5.385001, 4.277920], [-2.360022, -6.337678, 3.415232], [-1.634430, -7.620475, 3.494428], [-2.028256, -3.287244, 3.004489], [-4.157846, -4.555561, 5.286183], [-4.241635, -4.404310, 3.525794], [-4.119720, -2.931263, 4.575742], [-1.938921, -3.353861, 5.135179], [-1.767461, -5.753797, 5.303487], [-0.676429, -5.331631, 4.095192], [-1.768697, -8.062908, 4.481503], [-0.588704, -7.383843, 3.298056], [-1.999203, -8.314234, 2.736965], [-2.358562, -2.332808, 2.997896], [-2.655169, -3.711752, 2.336009], [2.099472, 4.036903, 4.175787], [1.103542, 4.496672, 5.233837], [0.141458, 5.545700, 4.636285], [0.737044, 6.854059, 4.537278], [0.098153, 7.724767, 3.565214], [0.411645, 3.288569, 5.766926], [1.557467, 3.699416, 3.292375], [2.615089, 3.145078, 4.531988], [2.812837, 4.833699, 3.965184], [1.687628, 5.049479, 5.969607], [-0.844388, 5.523583, 5.100747], [-0.263260, 5.295020, 3.655744], [-0.891667, 8.053544, 3.881854], [0.118861, 7.202085, 2.608929], [0.686103, 8.637952, 3.473174], [1.090972, 2.598907, 6.054988], [0.057622, 2.813790, 4.948793], [0.673089, 0.530484, -0.212129], [0.617543, 1.057673, -1.009135], [-0.021853, 0.872114, 0.350521], [3.350559, -1.899687, 0.217922], [3.503120, -2.458946, -0.543774], [2.673795, -1.285612, -0.066914], [1.482325, -1.666982, 3.634431], [2.066662, -1.655378, 2.876375], [0.648450, -1.986532, 3.289797], [-3.462951, 0.925424, 3.090711], [-3.612170, 1.135060, 4.012677], [-4.299574, 1.110506, 2.664053], [1.540875, 4.997915, -1.602864], [2.213377, 5.659006, -1.766989], [1.732532, 4.299969, -2.229247]], "forces_ev_per_a": [[0.6, -0.6, 0.9], [-1.5, 2.0, -0.3], [0.6, -0.3, -0.4], [0.3, -1.0, 1.4], [-0.9, 0.9, -1.2], [0.4, -1.1, 0.0], [0.3, -0.1, 0.2], [-0.3, 0.1, -0.1], [-0.1, 0.3, -0.3], [-0.4, 0.3, 0.1], [0.4, 0.4, -0.8], [0.1, -0.4, 0.5], [0.3, 0.1, 0.0], [-0.1, -0.2, -0.2], [0.1, -0.5, 0.1], [0.6, 0.2, -0.1], [-0.4, 0.0, 0.3], [1.9, -0.7, 0.0], [0.0, -0.3, -1.1], [-1.3, 0.2, -0.2], [2.7, -0.7, -0.4], [-0.9, -0.3, 0.5], [0.7, 0.5, 0.4], [-0.6, 0.4, -0.6], [-0.6, -0.2, -0.2], [-0.7, 0.1, 0.4], [0.4, 0.4, 0.3], [0.3, -0.3, 0.3], [-0.5, 1.0, 0.1], [0.0, -0.1, 0.2], [-0.5, 0.4, -0.1], [-0.5, -0.1, 0.3], [-0.8, -0.3, -0.5], [0.4, -0.1, 0.7], [0.5, 0.4, 1.8], [-0.4, -1.1, -1.5], [0.5, -0.1, -0.4], [1.2, 0.4, 0.5], [-1.8, 1.4, 0.6], [-1.3, 0.1, 0.0], [0.3, -0.6, -0.8], [0.2, 0.1, -0.6], [0.2, 0.0, 0.2], [-0.7, -0.2, 0.8], [0.3, -0.6, -0.2], [-0.6, 0.1, 0.1], [0.4, 0.3, -0.8], [0.6, -0.7, 0.2], [0.3, 0.1, 0.4], [0.3, 0.7, -0.2], [0.0, -0.2, 0.0], [-0.2, 0.1, 0.5], [-0.9, -2.0, -0.8], [0.8, 0.5, 0.9], [0.3, -0.6, 0.0], [-0.5, 1.7, -0.1], [0.7, 0.4, -0.2], [0.0, 0.0, 0.1], [-0.2, 0.1, 0.1], [-0.5, -0.1, -0.2], [0.7, -0.2, -0.2], [-0.5, -0.1, 0.4], [0.2, 0.1, -0.5], [0.1, 0.0, 0.1], [0.2, -0.3, 0.1], [-0.2, 0.3, 0.0], [0.1, 0.4, 0.3], [0.2, -0.4, -0.4], [0.0, 0.0, 0.1], [0.3, -0.1, -0.8], [-0.9, 0.2, -0.6], [-0.5, -0.1, 0.0], [0.9, -0.8, 0.8], [-0.4, 1.0, -0.1], [0.1, 0.3, -0.3], [0.3, 0.2, 0.1], [0.0, -0.2, -0.4], [-0.3, -0.3, 0.6], [0.1, 0.5, 1.3], [0.9, -0.6, -0.8], [-0.3, -0.4, -0.1], [-0.4, 0.1, -0.2], [0.3, -0.2, 0.2], [0.5, 0.2, 0.5], [-0.6, 0.0, -0.3], [0.2, -0.3, 0.0], [0.0, 0.2, -0.2], [-0.2, 0.0, 0.2], [0.1, 0.0, 0.3], [0.0, -0.3, -0.2], [-0.3, 0.3, 0.0], [0.0, 0.2, 0.3], [0.2, 0.0, -0.3], [-0.3, -0.2, -0.1], [0.2, -0.1, -0.1], [0.0, 0.1, 0.3], [-0.2, 0.0, -0.2], [-0.2, 0.0, 0.2], [0.2, 0.2, 0.0], [0.1, -0.3, -0.2]]}